The following is a quantum chemistry calculation of C2H5N3O2S in the gas phase at a distorted geometry, from the Open Molecules 2025 dataset.

XYZ file:
```
13
Properties=species:S:1:pos:R:3:forces:R:3
H -1.43675 -1.29161 -2.06950 -0.7 -1.4 0.1
N -1.21467 -0.75686 -1.26456 1.4 2.2 -0.2
N -1.46847 -1.14911 -0.13279 -0.2 0.3 -1.5
O -1.98617 -2.11260 0.27586 -1.4 -2.9 1.2
O -1.13848 -0.24766 0.89518 0.2 -0.6 0.4
C -0.37531 0.73819 0.34678 0.9 2.1 -0.5
S -1.36702 2.09517 -0.16795 0.7 1.5 -0.7
N 0.84612 0.80879 0.20815 1.0 0.5 0.3
C 1.94911 -0.03962 0.60974 -3.5 -0.7 2.0
H -0.28431 2.83635 -0.72807 -1.4 -1.1 0.8
H 2.81135 0.50288 0.41587 1.8 0.8 0.6
H 1.94047 -0.86502 -0.01125 0.2 -1.9 -1.6
H 1.72414 -0.51892 1.62253 1.0 1.1 -0.9
```
Positions in Å, forces in eV/Å.

Computed properties:
Energy (eV): -21549.9935
Structure (SMILES): [H]/N=[N+](\[O-])O/C(S)=N\C
ΔE to the lowest compared entry with this formula, charge and spin (kcal/mol): 136.52
Frontier orbital gap (eV): 9.81
Total charge: 0